Record 1
Density functional theory data (ωB97M-V/def2-TZVPD) for a cluster of 10 separate species, C30H80O10 in total at a distorted geometry.

2S+1: 1
Gap between HOMO and LUMO in eV: 9.4834
M in u: 600.96
E_LUMO in eV: 0.40
Relative energy (zero: lowest compared OMol25 entry of this formula, charge and spin) in kcal/mol: 294.2
SMILES string: CC(C)O.CC(C)O.CC(C)O.CC(C)O.CC(C)O.CC(C)O.CC(C)O.CC(C)O.CC(C)O.CC(C)O
HOMO energy in eV: -9.083
Electronic energy in a.u.: -1942.9538

Bonds (Å) are listed after each position.
Cartesian coordinates (Å):
1 C -3.474 -33.021 -14.602  C2 1.544, H5 1.107, H6 1.111, H7 1.087
2 C -3.222 -32.000 -15.733  C1 1.544, C3 1.485, O4 1.229, H8 1.018
3 C -4.293 -32.094 -16.758  C2 1.485, H9 1.044, H10 1.112, H11 1.111
4 O -3.339 -30.847 -15.325  C2 1.229, H12 0.970
5 H -4.547 -33.174 -14.376  C1 1.107
6 H -3.127 -32.585 -13.641  C1 1.111
7 H -2.994 -33.983 -14.762  C1 1.087
8 H -2.277 -32.132 -16.089  C2 1.018
9 H -4.233 -33.038 -17.201  C3 1.044
10 H -4.226 -31.398 -17.622  C3 1.112
11 H -5.255 -31.910 -16.233  C3 1.111
12 H -2.418 -30.574 -15.187  O4 0.970
13 C -2.769 -30.937 -10.313  C14 1.515, H17 1.081, H18 1.113, H19 1.108
14 C -2.726 -29.626 -11.071  C13 1.515, C15 1.542, O16 1.277, H20 1.065
15 C -2.868 -29.997 -12.561  C14 1.542, H21 1.074, H22 1.146, H23 1.104
16 O -3.675 -28.819 -10.788  C14 1.277, H24 0.945
17 H -2.885 -31.836 -10.903  C13 1.081
18 H -3.558 -30.911 -9.529  C13 1.113
19 H -1.780 -31.040 -9.822  C13 1.108
20 H -1.752 -29.210 -10.960  C14 1.065
21 H -2.761 -29.085 -13.116  C15 1.074
22 H -3.870 -30.546 -12.660  C15 1.146
23 H -2.104 -30.717 -12.903  C15 1.104
24 H -3.524 -28.254 -10.046  O16 0.945
25 C 2.852 -31.238 -6.635  C26 1.512, H29 1.043, H30 1.090, H31 1.022
26 C 1.508 -31.925 -6.727  C25 1.512, C27 1.520, O28 1.233, H32 1.083
27 C 0.707 -31.535 -5.495  C26 1.520, H33 1.045, H34 1.102, H35 1.059
28 O 0.817 -31.671 -7.716  C26 1.233, H36 0.980
29 H 2.799 -30.200 -6.728  C25 1.043
30 H 3.423 -31.537 -7.515  C25 1.090
31 H 3.388 -31.537 -5.818  C25 1.022
32 H 1.686 -32.993 -6.761  C26 1.083
33 H -0.055 -32.215 -5.273  C27 1.045
34 H 0.327 -30.501 -5.535  C27 1.102
35 H 1.301 -31.589 -4.620  C27 1.059
36 H 1.282 -32.169 -8.421  O28 0.980
37 C 1.898 -35.420 -8.160  C38 1.571, H41 1.051, H42 1.096, H43 1.122
38 C 3.081 -34.520 -8.667  C37 1.571, C39 1.471, O40 1.259, H44 1.066
39 C 4.026 -35.340 -9.440  C38 1.471, H45 1.083, H46 1.059, H47 1.076
40 O 2.822 -33.515 -9.379  C38 1.259, H48 0.963
41 H 1.657 -36.064 -8.954  C37 1.051
42 H 1.046 -34.807 -7.843  C37 1.096
43 H 2.181 -36.014 -7.251  C37 1.122
44 H 3.636 -34.112 -7.853  C38 1.066
45 H 4.947 -34.853 -9.736  C39 1.083
46 H 3.642 -35.868 -10.274  C39 1.059
47 H 4.550 -36.128 -8.927  C39 1.076
48 H 3.642 -33.040 -9.557  O40 0.963
49 C 0.791 -29.537 -12.002  C50 1.527, H53 1.060, H54 1.060, H55 1.039
50 C 0.947 -29.301 -10.501  C49 1.527, C51 1.552, O52 1.258, H56 1.076
51 C 2.265 -29.971 -10.029  C50 1.552, H57 1.102, H58 1.043, H59 1.165
52 O 1.046 -28.119 -10.084  C50 1.258, H60 0.940
53 H 0.898 -30.578 -12.171  C49 1.060
54 H 1.544 -29.017 -12.538  C49 1.060
55 H -0.014 -29.117 -12.505  C49 1.039
56 H 0.126 -29.810 -10.028  C50 1.076
57 H 3.189 -29.646 -10.535  C51 1.102
58 H 2.071 -30.991 -10.127  C51 1.043
59 H 2.544 -29.824 -8.908  C51 1.165
60 H 0.179 -27.780 -9.960  O52 0.940
61 C 0.746 -33.253 -16.111  C62 1.519, H65 1.045, H66 1.088, H67 1.078
62 C 1.786 -32.689 -15.158  C61 1.519, C63 1.553, O64 1.249, H68 1.129
63 C 2.746 -31.837 -16.030  C62 1.553, H69 1.079, H70 1.073, H71 1.094
64 O 1.490 -31.795 -14.337  C62 1.249, H72 0.946
65 H -0.103 -33.604 -15.613  C61 1.045
66 H 1.231 -34.081 -16.623  C61 1.088
67 H 0.337 -32.526 -16.795  C61 1.078
68 H 2.191 -33.587 -14.607  C62 1.129
69 H 3.684 -31.547 -15.581  C63 1.079
70 H 2.295 -30.931 -16.386  C63 1.073
71 H 3.160 -32.268 -16.947  C63 1.094
72 H 1.465 -32.237 -13.501  O64 0.946
73 C -2.603 -33.358 -5.781  C74 1.519, H77 1.080, H78 1.076, H79 1.097
74 C -2.304 -33.760 -7.214  C73 1.519, C75 1.476, O76 1.289, H80 1.111
75 C -1.898 -35.157 -7.467  C74 1.476, H81 1.091, H82 1.083, H83 1.064
76 O -3.306 -33.505 -7.984  C74 1.289, H84 0.944
77 H -3.367 -33.953 -5.301  C73 1.080
78 H -2.966 -32.358 -5.618  C73 1.076
79 H -1.649 -33.547 -5.275  C73 1.097
80 H -1.449 -33.163 -7.597  C74 1.111
81 H -0.861 -35.293 -7.159  C75 1.091
82 H -1.790 -35.334 -8.530  C75 1.083
83 H -2.562 -35.947 -7.205  C75 1.064
84 H -3.219 -34.041 -8.756  O76 0.944
85 C -1.515 -28.635 -16.284  C86 1.538, H89 1.000, H90 1.088, H91 1.055
86 C -0.364 -29.509 -15.754  C85 1.538, C87 1.506, O88 1.264, H92 1.108
87 C 0.859 -28.681 -15.461  C86 1.506, H93 1.119, H94 1.121, H95 1.110
88 O -0.500 -30.227 -14.724  C86 1.264, H96 0.937
89 H -2.044 -28.233 -15.537  C85 1.000
90 H -2.285 -29.241 -16.756  C85 1.088
91 H -1.200 -27.801 -16.848  C85 1.055
92 H -0.281 -30.266 -16.558  C86 1.108
93 H 0.750 -28.093 -14.514  C87 1.119
94 H 1.277 -27.951 -16.202  C87 1.121
95 H 1.666 -29.414 -15.250  C87 1.110
96 H 0.231 -30.812 -14.693  O88 0.937
97 C -0.460 -33.187 -10.122  C98 1.544, H101 0.999, H102 1.040, H103 1.120
98 C 0.149 -33.889 -11.356  C97 1.544, C99 1.521, O100 1.270, H104 1.128
99 C -0.703 -33.798 -12.612  C98 1.521, H105 1.101, H106 1.039, H107 1.028
100 O 1.309 -33.454 -11.633  C98 1.270, H108 0.964
101 H -1.446 -33.261 -10.262  C97 0.999
102 H -0.240 -32.174 -10.203  C97 1.040
103 H -0.106 -33.566 -9.129  C97 1.120
104 H 0.114 -34.974 -11.049  C98 1.128
105 H -0.381 -34.430 -13.454  C99 1.101
106 H -0.823 -32.865 -13.053  C99 1.039
107 H -1.647 -34.185 -12.486  C99 1.028
108 H 1.841 -33.502 -10.831  O100 0.964
109 C 5.575 -33.798 -13.698  C110 1.526, H113 1.099, H114 1.067, H115 1.031
110 C 5.329 -32.360 -13.252  C109 1.526, C111 1.566, O112 1.274, H116 1.107
111 C 4.017 -32.491 -12.406  C110 1.566, H117 1.124, H118 1.051, H119 1.040
112 O 6.303 -31.928 -12.555  C110 1.274, H120 0.972
113 H 6.587 -33.739 -14.122  C109 1.099
114 H 4.857 -34.039 -14.450  C109 1.067
115 H 5.523 -34.319 -12.809  C109 1.031
116 H 5.099 -31.717 -14.123  C110 1.107
117 H 3.712 -31.456 -12.091  C111 1.124
118 H 4.241 -33.013 -11.522  C111 1.051
119 H 3.209 -32.884 -12.930  C111 1.040
120 H 7.069 -31.641 -13.080  O112 0.972

Atomic partial charges in e from the Mulliken method, atoms 1 to 99: C -0.6839; C 1.3416; C -1.7664; O -0.5547; H 0.4308; H -0.2495; H 0.3690; H -0.1134; H 0.4648; H 0.3441; H 0.3393; H -0.5646; C -0.5238; C 1.3511; C -0.7018; O -0.5746; H 0.0036; H 0.3670; H -0.2091; H -0.5197; H 0.4343; H 0.4411; H -0.6513; H 0.4351; C -2.2769; C 1.9774; C -1.3895; O -0.3686; H 0.5007; H 0.3036; H 0.6168; H -0.2857; H 0.1140; H 0.3120; H 0.4788; H -0.1737; C -0.9070; C 0.5262; C -1.8671; O -0.6590; H 0.4752; H -0.4810; H 0.3961; H 0.4522; H 0.4283; H 0.3523; H 0.5765; H 0.2395; C -1.1616; C 0.4565; C -0.4633; O -0.6624; H -0.0154; H 0.5351; H 0.6193; H 0.0372; H 0.5358; H -0.3249; H 0.0407; H 0.4723; C -1.9763; C 1.6078; C -1.2944; O -0.1028; H 0.3778; H 0.4970; H 0.3443; H 0.2206; H 0.0416; H 0.3011; H 0.4731; H -1.2343; C -1.5800; C 1.7204; C -1.4035; O -0.6131; H 0.4126; H 0.3544; H 0.2606; H -0.3688; H 0.2906; H 0.1892; H 0.4572; H 0.3894; C -1.9501; C 1.1879; C -1.0256; O 1.7739; H 0.5147; H 0.4684; H 0.4318; H 0.0610; H 0.2716; H 0.4074; H -0.0572; H -0.4619; C 2.1738; C 0.3809; C -1.7807

=====

Record 2
Density functional theory data (ωB97M-V/def2-TZVPD) for a cluster of 11 separate species, C30H82O11 in total at a distorted geometry.

2S+1: 1
Gap between HOMO and LUMO in eV: 9.5478
M in u: 618.98
E_LUMO in eV: 0.08
Relative energy (zero: lowest compared OMol25 entry of this formula, charge and spin) in kcal/mol: 32.1
SMILES string: CC(C)O.CC(C)O.CC(C)O.CC(C)O.CC(C)O.CC(C)O.CC(C)O.CC(C)O.CC(C)O.CC(C)O.O
HOMO energy in eV: -9.471
Electronic energy in a.u.: -2019.7561

Bonds (Å) are listed after each position.
Cartesian coordinates (Å):
1 C -13.759 -8.272 13.497  C2 1.521, H5 1.096, H6 1.090, H7 1.093
2 C -12.253 -8.454 13.380  C1 1.521, C3 1.518, O4 1.420, H8 1.103
3 C -11.615 -8.319 12.009  C2 1.518, H9 1.094, H10 1.096, H11 1.091
4 O -11.720 -7.514 14.302  C2 1.420, H12 0.962
5 H -14.310 -8.837 12.736  C1 1.096
6 H -14.022 -7.215 13.504  C1 1.090
7 H -14.184 -8.689 14.414  C1 1.093
8 H -12.060 -9.487 13.715  C2 1.103
9 H -10.591 -8.696 11.937  C3 1.094
10 H -11.461 -7.265 11.748  C3 1.096
11 H -12.207 -8.773 11.212  C3 1.091
12 H -10.842 -7.780 14.594  O4 0.962
13 C -19.175 -9.504 12.762  C14 1.529, H17 1.092, H18 1.096, H19 1.093
14 C -18.333 -8.275 13.104  C13 1.529, C15 1.522, O16 1.434, H20 1.095
15 C -19.055 -6.982 12.751  C14 1.522, H21 1.091, H22 1.088, H23 1.094
16 O -18.084 -8.188 14.514  C14 1.434, H24 0.975
17 H -20.079 -9.529 13.374  C13 1.092
18 H -18.690 -10.473 12.933  C13 1.096
19 H -19.362 -9.576 11.687  C13 1.093
20 H -17.378 -8.390 12.581  C14 1.095
21 H -18.474 -6.138 13.124  C15 1.091
22 H -20.052 -6.937 13.185  C15 1.088
23 H -19.121 -6.828 11.670  C15 1.094
24 H -18.159 -9.097 14.859  O16 0.975
25 C -18.477 -12.601 16.861  C26 1.535, H29 1.088, H30 1.095, H31 1.088
26 C -18.747 -11.170 16.378  C25 1.535, C27 1.533, O28 1.450, H32 1.093
27 C -19.332 -10.309 17.502  C26 1.533, H33 1.089, H34 1.086, H35 1.089
28 O -17.489 -10.533 16.039  C26 1.450, H36 0.971
29 H -18.319 -13.281 16.026  C25 1.088
30 H -19.379 -12.955 17.372  C25 1.095
31 H -17.678 -12.594 17.601  C25 1.088
32 H -19.292 -11.223 15.432  C26 1.093
33 H -18.735 -10.510 18.390  C27 1.089
34 H -20.386 -10.563 17.581  C27 1.086
35 H -19.127 -9.268 17.256  C27 1.089
36 H -16.997 -11.085 15.410  O28 0.971
37 C -19.027 -13.632 12.933  C38 1.534, H41 1.088, H42 1.090, H43 1.091
38 C -19.827 -14.845 12.439  C37 1.534, C39 1.515, O40 1.407, H44 1.096
39 C -19.000 -16.098 12.644  C38 1.515, H45 1.093, H46 1.089, H47 1.093
40 O -21.058 -14.921 13.115  C38 1.407, H48 0.956
41 H -18.780 -13.847 13.971  C37 1.088
42 H -19.550 -12.701 12.711  C37 1.090
43 H -18.090 -13.541 12.383  C37 1.091
44 H -19.995 -14.739 11.362  C38 1.096
45 H -18.859 -16.321 13.705  C39 1.093
46 H -18.010 -16.022 12.195  C39 1.089
47 H -19.480 -16.979 12.209  C39 1.093
48 H -21.800 -14.529 12.656  O40 0.956
49 C -12.388 -15.836 17.182  C50 1.524, H53 1.091, H54 1.087, H55 1.091
50 C -12.015 -15.128 18.479  C49 1.524, C51 1.546, O52 1.422, H56 1.098
51 C -10.574 -15.492 18.908  C50 1.546, H57 1.091, H58 1.090, H59 1.091
52 O -12.182 -13.727 18.305  C50 1.422, H60 0.960
53 H -13.428 -15.615 16.937  C49 1.091
54 H -12.277 -16.914 17.257  C49 1.087
55 H -11.748 -15.404 16.411  C49 1.091
56 H -12.644 -15.421 19.330  C50 1.098
57 H -10.576 -16.348 19.585  C51 1.091
58 H -10.117 -14.646 19.422  C51 1.090
59 H -9.990 -15.814 18.045  C51 1.091
60 H -11.647 -13.262 18.952  O52 0.960
61 C -15.535 -11.804 21.501  C62 1.531, H65 1.091, H66 1.091, H67 1.092
62 C -14.907 -10.952 20.394  C61 1.531, C63 1.525, O64 1.432, H68 1.095
63 C -15.508 -11.228 19.020  C62 1.525, H69 1.091, H70 1.093, H71 1.088
64 O -15.134 -9.578 20.728  C62 1.432, H72 0.957
65 H -16.517 -11.393 21.739  C61 1.091
66 H -14.897 -11.758 22.384  C61 1.091
67 H -15.672 -12.858 21.254  C61 1.092
68 H -13.827 -11.121 20.441  C62 1.095
69 H -16.583 -11.385 19.129  C63 1.091
70 H -15.025 -12.122 18.618  C63 1.093
71 H -15.413 -10.432 18.285  C63 1.088
72 H -14.325 -9.124 20.962  O64 0.957
73 C -16.110 -16.393 15.520  C74 1.555, H77 1.091, H78 1.091, H79 1.092
74 C -15.216 -17.554 14.999  C73 1.555, C75 1.502, O76 1.425, H80 1.098
75 C -14.101 -17.072 14.116  C74 1.502, H81 1.087, H82 1.089, H83 1.097
76 O -14.690 -18.240 16.132  C74 1.425, H84 0.960
77 H -17.099 -16.746 15.816  C73 1.091
78 H -16.186 -15.572 14.806  C73 1.091
79 H -15.651 -16.032 16.443  C73 1.092
80 H -15.915 -18.181 14.430  C74 1.098
81 H -14.523 -16.845 13.140  C75 1.087
82 H -13.258 -17.761 14.101  C75 1.089
83 H -13.683 -16.174 14.588  C75 1.097
84 H -15.347 -18.842 16.490  O76 0.960
85 C -14.900 -12.723 15.310  C86 1.532, H89 1.095, H90 1.086, H91 1.104
86 C -15.069 -12.122 13.910  C85 1.532, C87 1.546, O88 1.426, H92 1.099
87 C -14.659 -13.139 12.820  C86 1.546, H93 1.093, H94 1.093, H95 1.090
88 O -16.407 -11.674 13.705  C86 1.426, H96 0.958
89 H -14.987 -12.016 16.141  C85 1.095
90 H -14.079 -13.420 15.451  C85 1.086
91 H -15.841 -13.250 15.546  C85 1.104
92 H -14.349 -11.292 13.910  C86 1.099
93 H -13.599 -13.023 12.583  C87 1.093
94 H -15.167 -12.919 11.878  C87 1.093
95 H -14.801 -14.127 13.258  C87 1.090
96 H -16.649 -12.024 12.846  O88 0.958
97 C -10.838 -8.749 18.529  C98 1.521, H101 1.088, H102 1.092, H103 1.095
98 C -11.102 -10.029 17.753  C97 1.521, C99 1.547, O100 1.433, H104 1.094
99 C -12.575 -10.281 17.354  C98 1.547, H105 1.096, H106 1.088, H107 1.088
100 O -10.313 -10.008 16.557  C98 1.433, H108 0.959
101 H -9.792 -8.675 18.816  C97 1.088
102 H -11.464 -8.684 19.421  C97 1.092
103 H -11.126 -7.908 17.889  C97 1.095
104 H -10.833 -10.898 18.362  C98 1.094
105 H -13.157 -9.804 18.152  C99 1.096
106 H -12.840 -11.336 17.355  C99 1.088
107 H -12.847 -9.811 16.412  C99 1.088
108 H -10.095 -9.093 16.372  O100 0.959
109 C -18.220 -11.726 10.016  C110 1.500, H113 1.089, H114 1.088, H115 1.092
110 C -17.518 -12.720 9.138  C109 1.500, C111 1.525, O112 1.428, H116 1.103
111 C -17.742 -14.202 9.420  C110 1.525, H117 1.098, H118 1.092, H119 1.090
112 O -17.888 -12.448 7.786  C110 1.428, H120 0.959
113 H -19.295 -11.897 10.013  C109 1.089
114 H -17.836 -10.743 9.750  C109 1.088
115 H -17.862 -11.913 11.030  C109 1.092
116 H -16.430 -12.555 9.215  C110 1.103
117 H -17.047 -14.798 8.815  C111 1.098
118 H -18.702 -14.568 9.050  C111 1.092
119 H -17.508 -14.465 10.451  C111 1.090
120 H -17.368 -12.941 7.149  O112 0.959
121 O -11.239 -13.121 10.352  H122 0.963, H123 0.964
122 H -12.119 -13.438 10.119  O121 0.963
123 H -11.234 -12.195 10.083  O121 0.964

Atomic partial charges in e from the Mulliken method, atoms 1 to 99: C -1.2038; C 1.0237; C -1.5639; O -0.5920; H 0.2134; H 0.4842; H 0.1609; H 0.1213; H 0.3841; H 0.3632; H 0.3184; H 0.2985; C -1.0802; C 0.9593; C -1.6169; O -0.6685; H 0.3763; H -0.0614; H 0.5364; H -0.0045; H 0.4031; H 0.3369; H 0.3874; H 0.3359; C -0.5129; C 0.9845; C -1.4745; O -0.3946; H -0.2795; H 0.5231; H -0.0664; H 0.2134; H 0.2826; H 0.4083; H 0.3628; H 0.0591; C 0.7426; C 0.1872; C -1.3282; O -0.5849; H -0.3091; H 0.2800; H -0.6573; H 0.4013; H 0.2694; H 0.2572; H 0.4194; H 0.3583; C -0.8416; C 0.5656; C -1.3700; O -0.3350; H -0.2684; H 0.4278; H 0.3728; H 0.1950; H 0.3564; H 0.4076; H 0.3269; H 0.1235; C -1.5099; C 0.4562; C -0.7136; O -0.5882; H 0.3522; H 0.3952; H 0.2866; H 0.3504; H 0.3960; H 0.1435; H -0.0034; H 0.3345; C -0.7116; C 0.3016; C -1.0801; O -0.5578; H 0.4560; H -0.2734; H 0.4247; H 0.3786; H 0.3494; H 0.3406; H 0.1148; H 0.3058; C -1.1498; C 1.8243; C -1.4358; O 0.5187; H 0.1879; H 0.8005; H -0.2671; H -0.6384; H 0.5679; H 0.5064; H -0.0972; H -0.7239; C -1.4905; C 0.6829; C 0.0954

=====

> Which of these has the highest HOMO energy?

C30H80O10

=====

> Which value of HOMO energy does entry 2 give?

-9.471 eV

=====

> Which of these has the highest E_LUMO?

C30H80O10

=====

> What is the formula in the first record?

C30H80O10